No. 1
This record from the OMol25 dataset describes a molecular structure, C6H8O4 in a non-equilibrium geometry. The level of theory is ωB97M-V/def2-TZVPD.

Structure (XYZ):
```
18
Properties=species:S:1:pos:R:3:forces:R:3
C -0.576 -0.143 0.533 -4.5 -1.2 1.2
C -0.131 0.821 -0.337 5.3 0.8 -1.3
C -0.447 1.224 1.116 -1.7 1.5 -0.6
C 2.279 -0.586 -1.016 -0.1 -0.1 0.0
C -2.459 -0.204 -0.058 0.2 -0.1 2.6
C 1.715 0.625 -0.328 -1.8 2.2 -0.4
O -0.169 -1.378 0.965 0.7 -0.2 -0.3
O -2.900 -1.445 -0.442 1.1 0.9 -0.1
O -3.237 0.704 0.108 1.6 -1.2 -0.7
O 2.382 1.538 0.084 -0.6 -1.0 0.0
H 0.095 -1.327 1.899 -0.3 0.1 -0.4
H -2.120 -2.025 -0.487 -0.3 0.1 0.1
H -0.424 1.180 -1.311 -0.6 -0.2 0.0
H 0.156 2.117 1.324 1.5 -1.5 0.9
H -1.426 1.559 1.487 -0.2 0.0 -1.1
H 1.650 -0.854 -1.866 0.0 -0.1 0.1
H 2.314 -1.421 -0.313 -0.2 0.0 -0.1
H 3.298 -0.387 -1.360 -0.2 0.1 0.1
```
Positions in Å, forces in eV/Å.

energy above the lowest of the compared OMol25 structures with the same formula, charge and spin = 491.5 kJ/mol
E_LUMO = 0.39 eV
electronic energy = -534.22093 Ha
HOMO level = -8.72 eV
molar mass = 144.1 u
total charge = 0



No. 2
This record from the OMol25 dataset describes a molecular structure, C6H8O6Tl in a non-equilibrium geometry. The level of theory is ωB97M-V/def2-TZVPD.

Structure (XYZ):
```
21
Properties=species:S:1:pos:R:3:forces:R:3
O -3.879 0.403 0.761 0.2 2.8 2.2
C -2.674 0.092 0.948 0.6 1.1 1.0
O -2.175 -0.803 0.168 4.5 0.8 0.9
O -2.052 0.622 1.963 0.6 0.5 -0.5
C -0.616 0.543 2.054 -0.7 -0.5 -1.0
C 0.056 1.148 0.864 -3.4 0.9 1.5
C 1.313 0.845 0.531 2.7 -1.4 -0.7
C 1.856 1.075 -0.838 2.5 -0.6 -1.2
Tl -4.088 -1.309 -0.229 -5.8 -5.1 -3.8
H -0.324 -0.505 2.196 0.2 0.1 0.2
H -0.385 1.110 2.963 0.4 0.2 0.2
H -0.512 1.860 0.258 0.0 0.0 0.1
H 1.960 0.306 1.230 0.1 0.4 0.1
H 2.920 0.822 -0.889 0.0 0.6 0.5
H 1.705 2.106 -1.176 -0.1 -0.1 0.0
O 1.305 0.225 -1.886 -0.9 1.1 0.2
C 1.320 -1.051 -1.956 0.0 -1.0 2.9
O 0.184 -1.610 -2.035 -3.8 -1.0 1.6
H 2.321 -2.717 -1.979 -0.2 0.1 0.2
O 2.344 -1.777 -1.684 0.6 1.3 -1.4
H -0.578 -1.385 -1.261 2.8 -0.2 -3.1
```
Positions in Å, forces in eV/Å.

energy above the lowest of the compared OMol25 structures with the same formula, charge and spin = 98.3 kJ/mol
E_LUMO (alpha / beta) = -14.90 / -16.74 eV
electronic energy = -855.93926 Ha
HOMO level (alpha / beta) = -23.38 / -22.00 eV
molar mass = 380.5 u
total charge = +3



No. 3
This record from the OMol25 dataset describes a molecular structure, C6H8OSi2 in a non-equilibrium geometry. The level of theory is ωB97M-V/def2-TZVPD.

Structure (XYZ):
```
17
Properties=species:S:1:pos:R:3:forces:R:3
C -0.078 1.033 -2.136 0.1 0.6 3.6
C 0.617 1.919 -1.298 -1.1 -2.4 0.2
C -0.784 -0.081 -1.607 -0.2 -0.6 -0.7
C 0.819 1.574 0.043 1.3 0.3 1.6
C -0.563 -0.496 -0.345 3.6 1.5 2.9
C 0.521 0.365 0.558 -4.5 -2.5 -2.5
O -0.186 -1.787 1.941 0.3 -0.1 0.5
Si -1.024 -2.073 0.524 2.2 0.4 -0.4
Si 0.659 -0.380 2.232 1.1 0.0 0.1
H -0.242 1.316 -3.085 -0.4 0.8 -3.4
H 1.060 2.823 -1.569 0.4 1.3 -1.1
H -1.504 -0.745 -2.161 0.9 1.2 -0.1
H 1.336 2.203 0.804 -0.2 0.2 -1.2
H -2.354 -2.078 0.935 -1.9 -0.4 0.2
H -0.569 -3.282 -0.336 -0.4 0.7 0.9
H 2.211 -0.676 2.437 -1.7 0.2 0.3
H 0.057 0.621 3.284 0.5 -1.2 -0.7
```
Positions in Å, forces in eV/Å.

energy above the lowest of the compared OMol25 structures with the same formula, charge and spin = 0.0 kJ/mol
E_LUMO = 0.50 eV
electronic energy = -887.66813 Ha
HOMO level = -9.04 eV
molar mass = 152.3 u
total charge = 0